one | {"formula": "C3H6O2", "method": "wB97M-V/def2-TZVPD", "elements": ["O", "C", "H", "H", "C", "C", "O", "H", "H", "H", "H"], "coordinates": [[-0.213, 0.276, -1.911], [-1.365, 0.318, -2.259], [-2.132, 0.289, -1.481], [-1.706, 0.154, -3.327], [1.515, -0.883, 1.885], [0.777, -0.045, 1.049], [-0.474, 0.180, 1.289], [2.471, -1.304, 1.591], [1.097, -1.220, 2.835], [1.177, 0.433, 0.154], [-0.819, 1.096, 1.227]], "molar_mass_g_mol": 74.079, "homo_lumo_gap_ev": [8.99, 5.24], "spin_multiplicity": 2, "total_charge": 1, "s2": 0.75, "e_homo_ev": [-13.98, -13.97]}


two | {"formula": "C3H6O2", "method": "wB97M-V/def2-TZVPD", "elements": ["C", "C", "H", "H", "H", "H", "O", "C", "O", "H", "H"], "coordinates": [[-0.709, -1.379, -0.711], [-0.631, -0.346, -1.645], [-1.434, -1.412, 0.097], [0.025, -2.179, -0.657], [-1.285, 0.509, -1.574], [0.106, -0.309, -2.442], [1.640, 0.915, 2.489], [1.246, 1.022, 1.388], [-0.022, 1.578, 1.098], [1.693, 0.656, 0.448], [-0.630, 0.944, 1.508]], "molar_mass_g_mol": 74.079, "homo_lumo_gap_ev": [8.73, 4.48], "spin_multiplicity": 2, "total_charge": 1, "s2": 0.75, "e_homo_ev": [-15.21, -14.95]}


Stability verdict: one, ahead by 20.8 kcal/mol